Record 1
Here is a 2-piece molecular cluster, C4H10N overall in a non-equilibrium geometry from the OMol25 dataset. Energies are from the ωB97M-V functional and the def2-TZVPD basis.

Last column: Mulliken charge in e.
Element x y z (Å)
C  -1.77  1.05  -0.52  -0.010
C  0.74  -1.42  0.45  -1.143
C  0.31  1.41  0.56  -0.845
C  -0.27  -0.74  -0.41  -0.395
N  -0.63  0.58  -0.15  0.287
H  -2.49  0.42  -1.04  0.241
H  -2.03  2.07  -0.32  0.226
H  1.70  -0.92  0.48  0.352
H  0.36  -1.50  1.48  0.386
H  0.90  -2.43  0.09  0.357
H  0.56  0.96  1.52  0.388
H  -0.12  2.40  0.74  0.254
H  1.22  1.52  -0.02  0.368
H  -1.06  -1.35  -0.82  0.320
H  0.75  -0.59  -2.08  0.214

Computed properties:
DFT total energy, eV: -5789.632
Net charge: +1
HOMO (alpha / beta), eV: -14.0 / -14.5
Multiplicity: 1
Relative energy (zero: lowest compared OMol25 entry of this formula, charge and spin), kJ/mol: 407.7
LUMO (alpha / beta), eV: -5.775 / -5.863
Frontier orbital gap (alpha / beta), Ha: 0.3031 / 0.3185

Record 2
Here is C12H26N4O7Ru as an isolated structure in a non-equilibrium geometry from the OMol25 dataset. Energies are from the ωB97M-V functional and the def2-TZVPD basis.

Last column: Mulliken spin population.
Element x y z (Å)
O  -2.84  2.34  -0.78  0.006
H  -3.69  2.64  -1.14  0.000
Ru  -0.69  0.60  -0.11  2.264
N  -1.00  -1.36  -0.05  0.103
N  -2.02  0.48  1.37  0.058
N  1.04  0.60  -1.08  0.326
N  -0.05  2.47  0.09  0.390
O  -0.36  -2.20  -0.82  0.357
O  1.67  -0.54  -1.54  0.092
O  -0.61  3.38  0.95  0.110
O  -2.36  1.50  2.10  0.443
C  -2.50  -0.77  1.65  0.053
C  -1.86  -1.81  0.92  0.041
C  1.72  1.76  -1.23  0.256
C  1.06  2.86  -0.59  0.349
C  -1.93  -3.28  1.17  0.010
H  -0.97  -3.65  1.55  -0.002
H  -2.17  -3.81  0.24  -0.002
H  -2.70  -3.49  1.91  0.001
C  -3.54  -0.90  2.71  -0.002
H  -4.45  -0.36  2.41  0.004
H  -3.19  -0.48  3.66  0.004
H  -3.80  -1.95  2.85  0.002
C  3.04  1.81  -1.92  -0.007
C  1.51  4.27  -0.61  -0.009
H  3.13  0.99  -2.65  0.011
H  3.86  1.72  -1.19  0.023
H  3.15  2.77  -2.44  0.001
H  0.77  4.93  -0.15  0.006
H  1.68  4.59  -1.65  0.012
H  2.46  4.39  -0.08  0.022
H  0.97  -1.26  -1.36  0.010
H  -1.34  2.86  1.42  0.002
C  -2.44  1.15  -1.74  0.008
H  -2.81  0.18  -1.37  0.014
H  -1.40  1.21  -2.11  0.004
H  -3.03  1.37  -2.64  0.033
O  -1.17  -2.67  -3.86  0.002
H  -0.88  -1.83  -4.25  0.000
H  -0.92  -2.60  -2.92  -0.004
C  3.59  -0.75  1.47  -0.001
C  2.29  -1.51  1.48  0.000
C  2.44  -2.97  1.14  0.002
O  1.20  -0.97  1.70  0.004
H  4.40  -1.36  1.88  0.000
H  3.48  0.17  2.05  0.000
H  3.85  -0.50  0.43  0.000
H  1.54  -3.52  1.43  0.000
H  2.59  -3.08  0.06  0.002
H  3.31  -3.40  1.65  0.000

Computed properties:
DFT total energy, eV: -35725.148
Net charge: +1
HOMO (alpha / beta), eV: -10.1 / -12.3
Multiplicity: 6
Relative energy (zero: lowest compared OMol25 entry of this formula, charge and spin), kJ/mol: 0.0
LUMO (alpha / beta), eV: -4.198 / -6.010
Frontier orbital gap (alpha / beta), Ha: 0.2177 / 0.2317

Record 3
Here is an isolated molecule of C4H7NO2 in a non-equilibrium geometry from the OMol25 dataset. Energies are from the ωB97M-V functional and the def2-TZVPD basis.

Last column: Mulliken charge in e.
Element x y z (Å)
C  1.69  0.71  -0.30  -1.399
C  0.26  0.27  -0.18  0.506
C  -0.17  -1.17  -0.01  -0.359
N  -1.62  -0.86  0.04  -0.445
C  -1.66  0.22  0.98  0.517
O  -2.55  0.60  1.67  -0.489
O  -0.44  0.90  0.88  -0.357
H  2.35  0.30  0.48  0.322
H  1.75  1.81  -0.25  0.350
H  2.06  0.37  -1.27  0.365
H  -0.39  0.50  -1.18  0.084
H  0.22  -1.64  0.90  0.286
H  0.05  -1.79  -0.88  0.311
H  -1.55  -0.22  -0.87  0.309

Computed properties:
DFT total energy, eV: -9845.448
Net charge: 0
HOMO, eV: -10.7
Multiplicity: 1
Relative energy (zero: lowest compared OMol25 entry of this formula, charge and spin), kJ/mol: 176.8
LUMO, eV: 0.694
Frontier orbital gap, Ha: 0.4205

Record 4
Here is C43H37N3NiOP3S as an isolated structure from the OMol25 dataset. Energies are from the ωB97M-V functional and the def2-TZVPD basis.

Last column: Mulliken spin population.
Element x y z (Å)
Ni  0.42  0.27  -0.27  1.484
O  -2.59  -0.67  0.39  0.026
S  -1.20  -0.78  0.88  0.047
C  -0.81  -2.48  1.12  0.036
C  -1.62  -3.26  1.94  0.000
C  -1.38  -4.61  2.03  0.003
C  -0.36  -5.19  1.28  -0.001
C  0.41  -4.41  0.42  -0.006
C  0.18  -3.04  0.31  -0.003
P  1.05  -2.03  -0.96  0.085
C  0.13  -2.39  -2.48  -0.004
C  -0.94  -3.29  -2.50  0.002
C  -1.63  -3.52  -3.68  -0.001
C  -1.26  -2.86  -4.84  0.002
C  -0.20  -1.95  -4.82  -0.001
C  0.48  -1.71  -3.64  0.017
C  2.66  -2.89  -1.17  0.018
C  3.45  -3.15  -0.04  0.008
C  4.68  -3.77  -0.16  -0.005
C  5.16  -4.14  -1.42  0.009
C  4.38  -3.89  -2.54  -0.005
C  3.14  -3.28  -2.42  0.007
C  -1.06  0.06  2.46  0.015
C  -1.10  -0.56  3.70  0.008
C  -1.06  0.22  4.85  0.000
C  -0.98  1.60  4.75  0.001
C  -0.94  2.21  3.51  0.000
C  -0.97  1.46  2.34  0.005
P  -0.89  2.14  0.64  0.014
C  -2.59  2.61  0.25  0.020
C  -2.81  3.41  -0.87  0.021
C  -4.10  3.75  -1.24  -0.007
C  -5.17  3.28  -0.50  0.016
C  -4.96  2.48  0.61  -0.007
C  -3.67  2.13  0.98  0.015
C  0.00  3.71  0.61  0.027
C  -0.50  4.83  1.29  -0.006
C  0.14  6.05  1.19  0.001
C  1.27  6.18  0.39  0.000
C  1.75  5.09  -0.32  0.005
C  1.11  3.86  -0.21  0.004
H  -2.46  -2.81  2.47  0.001
H  -1.99  -5.23  2.67  0.000
H  -0.18  -6.25  1.34  0.000
H  1.16  -4.89  -0.20  0.001
H  -1.25  -3.80  -1.60  0.001
H  -2.48  -4.19  -3.69  0.000
H  -1.81  -3.03  -5.76  0.000
H  0.07  -1.41  -5.72  0.000
H  1.28  -0.97  -3.63  -0.001
H  3.09  -2.90  0.95  0.002
H  5.27  -3.98  0.72  0.000
H  6.12  -4.62  -1.52  0.001
H  4.73  -4.19  -3.52  0.000
H  2.54  -3.12  -3.31  0.001
H  -1.14  -1.64  3.79  0.001
H  -1.09  -0.26  5.82  0.000
H  -0.96  2.20  5.65  0.000
H  -0.87  3.29  3.44  -0.001
H  -1.97  3.77  -1.46  0.001
H  -4.26  4.35  -2.12  0.000
H  -6.18  3.54  -0.80  0.001
H  -5.80  2.10  1.18  0.000
H  -3.52  1.48  1.84  0.003
H  -1.41  4.75  1.88  0.001
H  -0.25  6.91  1.72  0.000
H  1.76  7.15  0.29  0.000
H  2.61  5.20  -0.97  0.000
H  1.47  3.02  -0.80  0.013
N  -0.36  0.72  -2.06  0.017
C  -1.38  0.79  -2.64  0.011
C  -2.56  0.96  -3.32  0.032
C  -2.86  2.24  -3.86  0.000
N  -3.10  3.28  -4.30  0.008
C  -3.46  -0.14  -3.42  -0.002
N  -4.19  -1.03  -3.50  0.009
C  2.24  -0.71  2.54  0.004
P  2.24  0.55  1.22  0.024
C  3.81  0.32  0.35  0.008
C  2.55  2.05  2.21  0.019
H  3.23  -0.75  3.00  -0.001
H  1.98  -1.69  2.15  0.002
H  1.51  -0.44  3.30  0.001
H  4.63  0.32  1.07  0.005
H  3.97  1.14  -0.37  0.000
H  3.81  -0.62  -0.20  -0.007
H  3.40  1.85  2.87  0.002
H  1.68  2.29  2.82  -0.002
H  2.77  2.90  1.57  -0.001

Computed properties:
DFT total energy, eV: -131448.018
Net charge: +1
HOMO (alpha / beta), eV: -9.8 / -9.9
Multiplicity: 3
Relative energy (zero: lowest compared OMol25 entry of this formula, charge and spin), kJ/mol: 0.4
LUMO (alpha / beta), eV: -3.077 / -3.599
Frontier orbital gap (alpha / beta), Ha: 0.2473 / 0.2315

Record 5
Here is C43H55ClMgN3O2P2S as an isolated structure in a non-equilibrium geometry from the OMol25 dataset. Energies are from the ωB97M-V functional and the def2-TZVPD basis.

Last column: Mulliken charge in e.
Element x y z (Å)
Mg  -0.27  -0.78  -1.10  2.626
C  -2.30  -5.48  1.45  -1.884
C  -1.73  -4.65  0.30  0.396
C  -2.59  -4.89  -0.94  -1.400
P  -1.50  -2.79  0.54  0.762
C  -2.75  -2.22  1.84  2.728
C  -2.71  -2.83  3.23  -1.651
C  -4.16  -2.24  1.26  -1.662
C  -0.05  -2.68  1.62  -0.789
C  0.47  -3.73  2.36  -0.333
C  1.38  -3.54  3.39  0.512
C  1.91  -4.70  4.19  -1.803
C  1.71  -2.23  3.72  -1.359
C  1.26  -1.18  2.96  -0.516
C  0.45  -1.36  1.81  0.610
N  0.06  -0.35  1.01  0.180
C  0.78  0.82  1.07  -0.781
C  2.18  0.87  1.18  0.008
C  2.84  2.07  1.35  -1.370
C  2.13  3.27  1.40  0.664
C  2.83  4.58  1.65  -1.703
C  0.75  3.24  1.21  -0.292
C  0.07  2.04  1.02  -0.229
P  -1.72  1.85  0.71  1.315
C  -2.20  3.62  0.26  0.486
C  -3.71  3.74  0.03  -1.569
C  -1.48  4.03  -1.03  -1.516
C  -2.26  1.74  2.52  0.711
C  -3.73  1.38  2.66  -1.552
C  -1.90  2.94  3.40  -1.518
H  -2.17  -6.54  1.24  0.485
H  -3.37  -5.28  1.56  0.295
H  -1.82  -5.26  2.39  0.350
H  -0.72  -5.00  0.08  0.628
H  -3.58  -4.45  -0.80  0.218
H  -2.73  -5.96  -1.11  0.465
H  -2.13  -4.45  -1.82  0.287
H  -2.44  -1.17  1.93  -1.826
H  -3.28  -3.76  3.29  0.372
H  -3.14  -2.14  3.96  0.362
H  -1.68  -3.04  3.54  0.318
H  -4.54  -3.26  1.18  0.401
H  -4.15  -1.79  0.26  0.234
H  -4.85  -1.67  1.89  0.479
H  0.17  -4.75  2.13  0.281
H  1.52  -5.64  3.80  0.347
H  1.61  -4.61  5.24  0.337
H  3.00  -4.74  4.16  0.355
H  2.33  -2.03  4.59  0.330
H  1.52  -0.17  3.25  0.493
H  2.74  -0.05  1.12  0.632
H  3.91  2.09  1.45  0.327
H  3.83  4.41  2.04  0.396
H  2.27  5.18  2.37  0.398
H  2.90  5.16  0.73  0.280
H  0.22  4.18  1.25  0.361
H  -1.91  4.31  1.06  0.591
H  -4.06  2.93  -0.60  0.173
H  -3.94  4.68  -0.46  0.438
H  -4.26  3.71  0.97  0.357
H  -1.85  3.45  -1.86  0.326
H  -0.41  3.86  -0.97  0.175
H  -1.65  5.09  -1.24  0.547
H  -1.67  0.88  2.86  0.038
H  -4.38  2.24  2.48  0.388
H  -3.94  1.01  3.67  0.401
H  -4.00  0.60  1.94  0.198
H  -2.53  3.80  3.18  0.268
H  -0.86  3.22  3.25  0.306
H  -2.03  2.68  4.45  0.468
C  7.59  1.62  -1.88  -1.592
C  6.25  0.94  -1.81  1.026
C  5.11  1.67  -1.49  -1.001
C  3.87  1.06  -1.53  -0.439
C  3.76  -0.28  -1.86  0.128
C  4.89  -1.02  -2.14  -0.759
C  6.13  -0.41  -2.11  -0.978
S  2.12  -0.97  -2.13  1.162
O  2.24  -1.68  -3.37  -0.700
O  1.77  -1.77  -0.97  -0.777
N  1.10  0.25  -2.12  0.205
C  0.71  0.86  -3.25  -0.199
C  1.55  1.15  -4.32  -0.336
C  1.05  1.75  -5.48  -0.999
C  -0.28  2.09  -5.59  -1.016
C  -1.16  1.82  -4.53  1.627
C  -2.54  2.10  -4.58  -1.127
C  -3.35  1.69  -3.54  -0.866
C  -2.77  1.03  -2.46  -0.742
N  -1.48  0.81  -2.34  0.564
C  -0.68  1.19  -3.35  -0.815
H  7.60  2.51  -1.27  0.368
H  7.80  1.90  -2.91  0.291
H  8.38  0.95  -1.54  0.394
H  5.19  2.71  -1.23  0.413
H  2.97  1.61  -1.30  0.762
H  4.78  -2.06  -2.41  0.521
H  7.02  -0.98  -2.34  0.376
H  2.59  0.88  -4.25  0.505
H  1.72  1.94  -6.30  0.387
H  -0.67  2.52  -6.50  0.388
H  -2.95  2.62  -5.43  0.384
H  -4.42  1.88  -3.57  0.475
H  -3.39  0.68  -1.64  0.374
Cl  -0.68  -1.67  -4.29  -0.299
C  -1.00  -2.15  -2.59  -1.022
H  -0.47  -3.11  -2.49  0.569
H  -2.07  -2.37  -2.58  0.395

Computed properties:
DFT total energy, eV: -101433.720
Net charge: -1
HOMO, eV: -3.8
Multiplicity: 1
Relative energy (zero: lowest compared OMol25 entry of this formula, charge and spin), kJ/mol: 78.7
LUMO, eV: 2.500
Frontier orbital gap, Ha: 0.2323